# 1
{
  "formula": "C2H13NO4",
  "method": "ωB97M-V/def2-TZVPD",
  "elements": ["C", "O", "C", "N", "H", "H", "H", "H", "H", "H", "H", "H", "H", "O", "H", "H", "O", "H", "H", "O"],
  "xyz": [[1.842, -0.334, 1.324], [1.400, -1.646, 1.048], [0.761, 0.715, 0.698], [0.837, 0.784, -0.855], [2.815, -0.272, 0.894], [1.883, 0.064, 2.412], [1.878, -2.221, 1.691], [1.241, 1.610, 1.193], [-0.279, 0.607, 0.992], [1.642, 1.331, -1.126], [0.040, 1.381, -1.060], [-2.338, -1.898, 0.352], [-0.868, -1.718, 0.061], [-1.613, -1.406, 0.632], [0.297, -0.871, -1.091], [-0.605, -1.216, -2.290], [-0.128, -1.641, -1.548], [-2.550, 2.887, -1.425], [-3.284, 1.883, -0.483], [-2.970, 1.961, -1.420]],
  "forces_ev_per_a": [[-3.08, 1.79, 0.02], [0.63, -0.93, 1.80], [3.93, 0.20, -0.55], [-0.55, 0.10, 2.75], [0.82, 0.89, -0.43], [-0.07, -1.46, -1.18], [-0.68, 0.26, -0.88], [-1.12, -0.07, -0.84], [0.22, -0.41, 0.17], [0.29, 0.00, 0.06], [-0.31, 0.10, -0.48], [-1.97, -1.18, -0.81], [-0.87, 0.25, 0.32], [2.23, 0.89, 0.98], [0.13, -0.03, -0.86], [0.29, -0.27, 0.76], [-0.03, -0.10, -0.78], [-0.58, -1.45, 0.02], [0.37, 0.05, -0.75], [0.35, 1.36, 0.69]],
  "orbital_gap_ev": [2.4, 9.6],
  "de_lowest_ev": 1.051,
  "total_charge": -1,
  "e_homo_ev": [0.904, -6.457],
  "spin_multiplicity": 2,
  "total_energy_ha": -439.62485
}


# 2
{
  "formula": "C11H14F3N5O3",
  "method": "ωB97M-V/def2-TZVPD",
  "elements": ["C", "C", "N", "C", "O", "C", "F", "F", "F", "C", "O", "O", "N", "H", "H", "H", "H", "H", "C", "C", "N", "H", "H", "H", "C", "C", "N", "H", "H", "H", "C", "C", "N", "H", "H", "H"],
  "xyz": [[-3.739, -1.948, -2.417], [-2.832, -1.533, -1.745], [-1.868, -1.350, -0.730], [-0.482, -1.691, -1.222], [-0.295, -3.113, -1.082], [-0.484, -3.558, 0.194], [-0.108, -2.686, 1.162], [0.321, -4.665, 0.345], [-1.756, -4.016, 0.411], [-1.988, -0.032, -0.132], [-2.448, 0.938, -0.659], [-1.528, 0.053, 1.217], [-2.464, -0.636, 2.054], [-4.528, -2.439, -3.002], [-0.448, -1.481, -2.322], [0.322, -1.082, -0.755], [-2.573, -1.615, 1.784], [-2.191, -0.568, 3.030], [-0.957, 3.543, -2.991], [-0.077, 2.364, -3.172], [0.598, 1.440, -3.323], [-0.402, 4.344, -2.504], [-1.304, 3.887, -3.964], [-1.818, 3.279, -2.378], [2.216, 2.189, 0.303], [1.054, 1.309, 0.552], [0.144, 0.633, 0.689], [2.952, 1.666, -0.304], [1.894, 3.088, -0.224], [2.673, 2.475, 1.247], [3.517, 0.119, 3.787], [4.019, 0.361, 2.417], [4.409, 0.547, 1.349], [2.615, -0.491, 3.746], [4.274, -0.401, 4.372], [3.283, 1.069, 4.268]],
  "forces_ev_per_a": [[-0.25, -0.43, -0.45], [0.15, -0.75, 1.21], [0.04, 1.48, -1.31], [-0.45, 0.31, -0.96], [-0.24, 0.86, 1.22], [0.89, -1.90, -0.09], [-0.80, -0.54, -0.84], [-0.80, 1.07, -0.10], [1.22, 1.01, 0.03], [-0.25, 0.94, 1.34], [0.35, -1.07, 0.03], [-4.84, -2.87, 0.77], [-2.58, -0.58, 0.24], [0.88, 0.82, 0.55], [0.02, -0.45, 0.99], [-0.91, -0.67, 0.19], [0.57, 0.20, 0.03], [0.60, 0.19, -0.55], [0.33, -0.46, -0.08], [0.00, -0.19, 0.02], [-0.49, 0.69, 0.20], [-0.01, -0.04, -0.03], [0.04, -0.01, 0.03], [0.09, -0.11, 0.00], [-0.56, -0.03, 0.10], [1.59, 1.38, -0.30], [5.36, 1.47, -2.36], [-0.05, -0.02, 0.08], [-0.11, -0.07, 0.02], [0.01, 0.01, -0.09], [0.15, 0.07, -0.46], [0.09, -0.10, -0.02], [-0.09, -0.23, 0.77], [0.04, 0.03, -0.05], [-0.01, 0.03, -0.05], [0.02, -0.03, -0.04]],
  "orbital_gap_ev": 8.8,
  "e_homo_ev": -8.336,
  "spin_multiplicity": 1,
  "total_energy_ha": -1226.40296
}


# 3
{
  "formula": "C4H4NO3",
  "method": "ωB97M-V/def2-TZVPD",
  "elements": ["O", "C", "C", "N", "C", "O", "C", "O", "H", "H", "H", "H"],
  "xyz": [[1.186, -1.992, -0.037], [0.572, -0.868, -0.065], [1.198, 0.486, 0.136], [0.148, 1.427, -0.296], [-1.150, 0.738, -0.058], [-2.201, 1.471, 0.051], [-0.830, -0.653, -0.126], [-1.702, -1.734, -0.082], [1.426, 0.734, 1.150], [2.198, 0.480, -0.328], [0.282, 2.293, 0.124], [-1.127, -2.381, -0.468]],
  "forces_ev_per_a": [[-0.91, 1.70, -0.32], [-0.66, -1.31, 1.10], [0.36, -0.01, -1.11], [-0.21, -2.66, -0.71], [-0.73, 2.57, -0.69], [2.50, -2.45, -0.10], [0.64, 0.63, 0.60], [-0.36, 1.02, -0.11], [0.04, -0.47, 1.22], [-0.48, 0.51, -0.67], [-0.52, 1.74, 0.97], [0.32, -1.27, -0.17]],
  "orbital_gap_ev": 7.2,
  "de_lowest_ev": 0.663,
  "total_charge": -1,
  "e_homo_ev": -3.067,
  "spin_multiplicity": 1,
  "total_energy_ha": -435.33916
}


# 4
{
  "formula": "C16H15N5O5Pt",
  "method": "ωB97M-V/def2-TZVPD",
  "elements": ["Pt", "O", "C", "C", "C", "C", "C", "C", "C", "N", "C", "C", "N", "H", "H", "H", "H", "H", "H", "H", "O", "C", "O", "C", "C", "C", "C", "C", "C", "N", "O", "O", "H", "H", "H", "H", "N", "N", "H", "H", "H", "H"],
  "xyz": [[-0.193, -2.007, -2.892], [-0.581, -3.289, -1.445], [-0.517, -2.941, -0.176], [-1.369, -3.599, 0.734], [-1.516, -3.210, 2.080], [-0.754, -2.203, 2.570], [0.309, -1.552, 1.754], [0.411, -2.029, 0.344], [1.429, -1.492, -0.505], [1.422, -1.494, -1.842], [2.546, -0.838, -2.263], [3.262, -0.448, -1.169], [2.547, -0.857, -0.087], [-1.963, -4.418, 0.344], [-2.244, -3.715, 2.699], [-0.852, -1.855, 3.590], [1.255, -1.771, 2.273], [2.784, -0.726, -3.305], [4.205, 0.062, -1.083], [2.844, -0.752, 0.872], [0.230, -0.132, 1.866], [-0.613, 0.511, 0.991], [-1.266, -0.109, 0.192], [-0.584, 1.972, 1.190], [-1.117, 2.788, 0.194], [-1.098, 4.164, 0.342], [-0.557, 4.733, 1.488], [-0.036, 3.899, 2.459], [-0.031, 2.527, 2.339], [0.559, 4.493, 3.677], [0.364, 5.669, 3.867], [1.200, 3.750, 4.390], [-1.547, 2.335, -0.689], [-1.507, 4.802, -0.429], [-0.535, 5.803, 1.638], [0.387, 1.927, 3.133], [-1.584, -2.096, -4.365], [-0.484, -1.315, -4.847], [-1.751, -2.933, -4.922], [-2.417, -1.516, -4.277], [-0.697, -0.368, -5.154], [0.060, -1.773, -5.576]],
  "forces_ev_per_a": [[0.46, -0.21, -0.69], [-0.27, 0.30, 0.88], [0.47, -0.25, -0.33], [-0.04, 0.04, 0.02], [0.24, 0.02, 0.01], [-0.10, -0.02, -0.03], [-0.18, -0.17, 0.26], [-0.45, -0.04, -0.41], [0.04, 0.00, 0.15], [0.00, 0.35, 0.26], [0.01, -0.20, -0.17], [0.02, -0.04, -0.01], [0.07, 0.03, 0.08], [-0.02, 0.04, -0.04], [0.01, 0.01, 0.02], [-0.05, 0.06, -0.02], [-0.05, -0.27, 0.02], [-0.01, 0.07, 0.01], [0.01, 0.00, -0.01], [-0.03, 0.06, -0.01], [0.24, 0.22, -0.23], [-0.10, -0.05, 0.42], [0.08, 0.11, -0.13], [0.04, -0.04, -0.06], [-0.06, 0.04, 0.01], [-0.01, -0.01, -0.01], [-0.02, -0.01, 0.01], [0.02, -0.01, -0.02], [0.02, 0.01, -0.04], [-0.02, 0.01, 0.03], [0.01, 0.06, -0.02], [0.01, -0.05, 0.04], [-0.01, -0.01, 0.01], [-0.01, -0.01, 0.00], [-0.01, 0.00, 0.00], [0.02, 0.00, -0.01], [-0.17, 0.11, -0.43], [0.61, 0.26, 0.22], [-0.13, 0.06, -0.01], [-0.13, -0.23, -0.03], [-0.35, -0.06, 0.20], [-0.15, -0.20, 0.06]],
  "orbital_gap_ev": [6.2, 6.4],
  "de_lowest_ev": 0.376,
  "total_charge": 2,
  "e_homo_ev": [-14.911, -14.852],
  "spin_multiplicity": 1,
  "total_energy_ha": -1387.29919
}


Repeat the fourth record exactly.
{
  "formula": "C16H15N5O5Pt",
  "method": "ωB97M-V/def2-TZVPD",
  "elements": ["Pt", "O", "C", "C", "C", "C", "C", "C", "C", "N", "C", "C", "N", "H", "H", "H", "H", "H", "H", "H", "O", "C", "O", "C", "C", "C", "C", "C", "C", "N", "O", "O", "H", "H", "H", "H", "N", "N", "H", "H", "H", "H"],
  "xyz": [[-0.193, -2.007, -2.892], [-0.581, -3.289, -1.445], [-0.517, -2.941, -0.176], [-1.369, -3.599, 0.734], [-1.516, -3.210, 2.080], [-0.754, -2.203, 2.570], [0.309, -1.552, 1.754], [0.411, -2.029, 0.344], [1.429, -1.492, -0.505], [1.422, -1.494, -1.842], [2.546, -0.838, -2.263], [3.262, -0.448, -1.169], [2.547, -0.857, -0.087], [-1.963, -4.418, 0.344], [-2.244, -3.715, 2.699], [-0.852, -1.855, 3.590], [1.255, -1.771, 2.273], [2.784, -0.726, -3.305], [4.205, 0.062, -1.083], [2.844, -0.752, 0.872], [0.230, -0.132, 1.866], [-0.613, 0.511, 0.991], [-1.266, -0.109, 0.192], [-0.584, 1.972, 1.190], [-1.117, 2.788, 0.194], [-1.098, 4.164, 0.342], [-0.557, 4.733, 1.488], [-0.036, 3.899, 2.459], [-0.031, 2.527, 2.339], [0.559, 4.493, 3.677], [0.364, 5.669, 3.867], [1.200, 3.750, 4.390], [-1.547, 2.335, -0.689], [-1.507, 4.802, -0.429], [-0.535, 5.803, 1.638], [0.387, 1.927, 3.133], [-1.584, -2.096, -4.365], [-0.484, -1.315, -4.847], [-1.751, -2.933, -4.922], [-2.417, -1.516, -4.277], [-0.697, -0.368, -5.154], [0.060, -1.773, -5.576]],
  "forces_ev_per_a": [[0.46, -0.21, -0.69], [-0.27, 0.30, 0.88], [0.47, -0.25, -0.33], [-0.04, 0.04, 0.02], [0.24, 0.02, 0.01], [-0.10, -0.02, -0.03], [-0.18, -0.17, 0.26], [-0.45, -0.04, -0.41], [0.04, 0.00, 0.15], [0.00, 0.35, 0.26], [0.01, -0.20, -0.17], [0.02, -0.04, -0.01], [0.07, 0.03, 0.08], [-0.02, 0.04, -0.04], [0.01, 0.01, 0.02], [-0.05, 0.06, -0.02], [-0.05, -0.27, 0.02], [-0.01, 0.07, 0.01], [0.01, 0.00, -0.01], [-0.03, 0.06, -0.01], [0.24, 0.22, -0.23], [-0.10, -0.05, 0.42], [0.08, 0.11, -0.13], [0.04, -0.04, -0.06], [-0.06, 0.04, 0.01], [-0.01, -0.01, -0.01], [-0.02, -0.01, 0.01], [0.02, -0.01, -0.02], [0.02, 0.01, -0.04], [-0.02, 0.01, 0.03], [0.01, 0.06, -0.02], [0.01, -0.05, 0.04], [-0.01, -0.01, 0.01], [-0.01, -0.01, 0.00], [-0.01, 0.00, 0.00], [0.02, 0.00, -0.01], [-0.17, 0.11, -0.43], [0.61, 0.26, 0.22], [-0.13, 0.06, -0.01], [-0.13, -0.23, -0.03], [-0.35, -0.06, 0.20], [-0.15, -0.20, 0.06]],
  "orbital_gap_ev": [6.2, 6.4],
  "de_lowest_ev": 0.376,
  "total_charge": 2,
  "e_homo_ev": [-14.911, -14.852],
  "spin_multiplicity": 1,
  "total_energy_ha": -1387.29919
}


Q: Which formula does entry 1 have?
A: C2H13NO4